This record from OMol25 describes a structure of composition C78H54N4O2ReS2 in a non-equilibrium geometry. The level of theory is the ωB97M-V functional and the def2-TZVPD basis.

```
141
C78H54N4O2ReS2 the ωB97M-V functional and the def2-TZVPD basis
H 1.297 -1.914 -7.079
C 2.885 -3.188 -6.402
C -2.389 2.033 -2.763
C 3.685 1.065 3.234
H 0.143 2.556 -5.009
C -0.159 3.852 1.471
H 1.481 2.385 -2.942
C 3.157 -3.349 -4.017
C -4.516 1.888 -3.902
H 3.583 -0.309 -3.645
H -3.621 6.357 -0.816
C 6.034 1.621 0.332
H -2.023 2.445 -6.140
H -0.552 -0.411 -2.593
C -3.902 1.934 2.071
C -3.872 3.104 1.277
C 3.159 0.605 1.991
C -2.233 -1.138 -1.461
C -3.877 2.122 -5.142
C 6.840 3.845 0.770
C -0.633 -3.472 2.250
C 3.343 -0.201 -2.598
H -4.677 -7.959 1.431
S -1.628 -0.729 0.164
H -0.118 -3.509 5.504
H 4.243 -3.280 7.620
C -0.461 -3.742 -0.167
H 0.168 -0.705 6.522
O -2.335 -1.660 1.075
C -3.168 0.839 1.730
H -3.190 -0.060 2.328
H -4.523 1.912 2.959
C -0.338 2.386 -4.053
H 4.634 1.411 -1.875
C -2.966 4.350 -0.613
C 3.358 -2.706 7.383
C -0.249 2.118 -1.666
C -4.018 -2.118 -2.707
H -0.155 8.190 1.556
N 2.292 -0.565 -0.583
C 0.559 6.165 1.535
C 1.816 -2.322 -6.221
O 0.380 1.046 0.736
C -2.680 -7.457 0.835
H -0.937 5.314 2.819
H -4.466 2.170 -6.048
H 3.682 -3.742 -3.153
C 3.553 -3.703 -5.299
H 0.594 -1.278 -4.794
H 6.220 0.595 0.036
C 2.085 -2.481 -3.833
Re 0.912 -1.173 0.868
C -0.241 5.126 2.010
H 0.094 -4.156 -3.392
C 0.814 -2.857 -1.747
N 0.234 -2.395 2.375
H -0.738 -6.676 0.352
C 3.143 0.307 4.213
C -4.246 -5.883 1.757
C 0.559 -2.356 3.732
C -4.651 4.242 1.611
N 0.476 -2.742 -0.396
H 4.389 -4.377 -5.436
C -2.524 2.281 -5.193
H -1.568 -1.030 -4.761
C 3.879 0.662 -1.701
C 1.418 -1.966 -4.938
C -0.761 -4.406 -1.391
H 4.410 1.854 3.342
H -4.123 -3.286 -5.296
C -1.733 -6.449 0.719
C 0.486 7.535 2.151
C 1.420 -1.472 8.091
C 2.565 -2.193 8.401
C -0.919 -4.024 3.532
C 2.384 -0.990 -1.897
C 5.567 4.225 1.172
H -4.987 -2.602 -2.738
C -2.037 -5.152 1.127
H 3.632 -2.884 5.260
C -2.095 -1.240 -3.839
H -3.347 -1.891 -6.058
H -1.496 -5.185 -1.505
S 0.907 2.040 -0.315
C 0.044 -3.885 -2.349
C -1.748 2.237 -4.009
C 2.251 -0.617 3.597
C 3.649 0.992 0.762
H -1.569 -4.865 3.712
C 7.072 2.541 0.353
C -3.705 5.437 -0.251
C -3.343 -1.850 -3.901
H 2.842 -2.353 9.435
C 1.864 -1.766 5.745
C 0.729 3.629 0.428
C 4.528 3.305 1.158
H -4.298 1.647 -1.807
H -5.306 4.192 2.472
C -2.405 0.858 0.541
H 0.076 7.493 3.159
C 1.063 -1.267 6.765
H -5.225 -5.662 2.162
H -0.753 3.039 1.868
C 0.400 2.305 -2.913
C -1.026 -4.060 1.061
H 8.065 2.235 0.051
C -3.052 3.137 0.125
C 3.271 0.391 -0.439
C 1.518 -1.553 4.306
C -3.297 -4.875 1.654
C 3.015 -2.485 6.056
C -2.322 1.967 -0.256
H 1.472 7.996 2.196
C -3.473 -1.771 -1.486
C 1.446 5.905 0.489
H -5.189 6.234 1.111
C -1.609 2.009 -1.563
H -3.531 -3.860 1.955
H -2.430 -8.465 0.530
C 4.754 1.998 0.735
H 3.532 3.605 1.466
H 0.802 -1.069 8.883
H 3.321 0.365 5.275
H 2.253 4.441 -0.861
H 7.650 4.562 0.786
C -0.181 -3.344 4.441
C -4.580 5.376 0.860
H -4.944 -1.734 -5.320
H 3.199 -3.459 -7.401
H -5.589 1.748 -3.873
C 1.719 -2.073 -2.440
C -1.526 -0.886 -2.624
C -3.795 1.840 -2.745
C -3.967 -2.209 -5.222
H 2.076 6.702 0.112
N 2.220 -0.410 2.226
C -3.938 -7.173 1.349
C 1.545 4.640 -0.064
H -2.298 4.415 -1.462
H -3.987 -1.986 -0.558
H 5.385 5.239 1.506
```

* energy above the lowest of the compared OMol25 structures with the same formula, charge and spin: 0.0 kJ/mol
* gap between HOMO and LUMO (alpha / beta): 0.2096 / 0.1981 Eh
* spin multiplicity: 2
* total charge: +2
* expectation value of S²: 0.80